Record 1
The following is a DFT calculation (ωB97M-V/def2-TZVPD) of a 5-piece molecular cluster, C26H62BF2 overall.

Values from the calculation:
Energy (eV): -34082.2808
Net charge: -1
HOMO-LUMO gap (eV): 7.263
LUMO (eV): 2.360
Largest force on an atom (eV/A): 0.869
2S+1: 1

Atoms and positions in Å:
1 F 0.46705 -0.34595 -0.69978
2 B -0.46780 -0.41835 -1.85575
3 C 0.40054 -0.72701 -3.23557
4 C 1.51570 0.33690 -3.30589
5 F 1.52868 1.01890 -4.55467
6 H -0.98555 0.66188 -2.03262
7 H -1.25449 -1.30205 -1.60073
8 H 0.79414 -1.76218 -3.25730
9 H -0.25655 -0.57586 -4.11176
10 H 2.51630 -0.11279 -3.21182
11 H 1.38731 1.12001 -2.54794
12 C -3.15310 -2.00388 5.19260
13 C -2.10909 -2.99887 4.69864
14 C -0.83229 -2.32969 4.19007
15 C -1.02165 -1.41202 2.97889
16 C -1.64036 -2.08019 1.75189
17 C -0.78538 -3.20696 1.18799
18 H -3.48384 -1.33685 4.39479
19 H -4.03373 -2.53229 5.56722
20 H -2.75290 -1.39460 6.00680
21 H -2.54393 -3.63216 3.92122
22 H -1.84519 -3.66772 5.52449
23 H -0.10028 -3.10601 3.94852
24 H -0.38973 -1.74423 5.00428
25 H -0.04813 -0.99753 2.70146
26 H -1.64064 -0.55510 3.26353
27 H -1.77276 -1.32348 0.97507
28 H -2.64189 -2.45906 1.98540
29 H 0.19985 -2.83597 0.89983
30 H -1.25819 -3.63036 0.30061
31 H -0.65296 -4.01748 1.91126
32 C 1.77952 7.56106 -6.10071
33 C 3.16946 7.03986 -5.75290
34 C 3.45743 5.65584 -6.33488
35 C 2.54253 4.53771 -5.82751
36 C 2.53980 4.34321 -4.31218
37 C 3.90005 3.94147 -3.75485
38 H 0.99539 6.91803 -5.69858
39 H 1.63151 8.55995 -5.68459
40 H 1.64920 7.62441 -7.18363
41 H 3.29780 7.03165 -4.66747
42 H 3.91386 7.74170 -6.14247
43 H 4.50012 5.39663 -6.12742
44 H 3.37318 5.70508 -7.42629
45 H 2.84333 3.59978 -6.30383
46 H 1.51737 4.72531 -6.16013
47 H 1.81828 3.56106 -4.06604
48 H 2.19027 5.25138 -3.81023
49 H 4.24205 3.00806 -4.20703
50 H 3.83844 3.78968 -2.67568
51 H 4.65653 4.70934 -3.93629
52 C 4.58357 -2.83712 -1.79002
53 C 5.34869 -1.68226 -2.42658
54 C 5.42984 -1.78308 -3.94977
55 C 6.17521 -3.01066 -4.47897
56 C 7.61712 -3.15058 -3.99028
57 C 8.51523 -1.99807 -4.42578
58 H 5.06716 -3.79773 -1.98265
59 H 4.52955 -2.70721 -0.70794
60 H 3.56255 -2.88296 -2.17386
61 H 6.35097 -1.61985 -1.99121
62 H 4.84567 -0.74683 -2.16759
63 H 5.90061 -0.87485 -4.33843
64 H 4.41497 -1.79127 -4.35893
65 H 6.17316 -2.97259 -5.57363
66 H 5.62327 -3.91626 -4.21094
67 H 8.02879 -4.08405 -4.38665
68 H 7.64291 -3.24457 -2.90103
69 H 8.54318 -1.91806 -5.51499
70 H 9.53691 -2.15657 -4.07335
71 H 8.17271 -1.04440 -4.02142
72 C -7.72547 -2.76461 5.75653
73 C -7.23844 -1.32227 5.67308
74 C -6.68507 -0.79831 6.99790
75 C -7.69571 -0.74579 8.14628
76 C -8.94209 0.09546 7.87049
77 C -8.63269 1.56825 7.62632
78 H -8.54719 -2.87405 6.46711
79 H -8.08604 -3.10140 4.78301
80 H -6.91533 -3.42970 6.06393
81 H -8.04819 -0.68100 5.31420
82 H -6.44794 -1.26386 4.92013
83 H -6.26633 0.19894 6.83458
84 H -5.84406 -1.42808 7.30523
85 H -7.19087 -0.35231 9.03486
86 H -8.00710 -1.76215 8.40565
87 H -9.61115 0.01654 8.73262
88 H -9.49468 -0.30972 7.01813
89 H -8.12427 2.00605 8.48833
90 H -9.55471 2.12851 7.45899
91 H -7.99998 1.70824 6.74860

=====

Record 2
The following is a DFT calculation (ωB97M-V/def2-TZVPD) of a 9-piece molecular cluster, C26H62N2O25S5 overall at a distorted geometry.

Values from the calculation:
Energy (eV): -136287.8420
Net charge: 0
HOMO-LUMO gap (eV): 6.785
LUMO (eV): -0.627
Largest force on an atom (eV/A): 10.171
Energy above the lowest of the compared OMol25 structures with the same formula, charge and spin (kJ/mol): 262.7
2S+1: 1

Atoms and positions in Å:
1 C 1.67880 -0.79562 -1.88944
2 N 0.80080 -1.94162 -1.09244
3 C 1.47780 -3.15162 -1.35644
4 C 0.72780 -1.53262 0.30556
5 C -0.55520 -1.91762 -1.70444
6 C -1.53720 -0.70962 -1.54544
7 O -2.69420 -1.09062 -2.28744
8 H 2.67680 -0.78962 -1.54944
9 H 1.44280 0.19238 -1.75744
10 H 1.86880 -0.92262 -2.82144
11 H 2.48380 -3.25262 -1.46044
12 H 1.27780 -3.35162 -2.49044
13 H 1.12180 -4.04062 -0.74444
14 H 0.20880 -2.17662 0.88056
15 H 0.27080 -0.56462 0.45456
16 H 1.66180 -1.32662 0.63556
17 H -0.86020 -2.73062 -1.19544
18 H -0.44620 -1.94362 -2.87844
19 H -0.96120 0.35038 -2.03944
20 H -1.87420 -0.55662 -0.37644
21 H -3.24120 -0.37362 -2.34544
22 N -5.41420 1.65238 -2.12044
23 O -6.45220 1.48738 -2.77744
24 O -4.63320 2.66138 -2.33944
25 O -4.97920 0.79838 -1.34244
26 O -0.66420 4.00338 -2.57044
27 S 0.33080 3.27438 -3.31644
28 O 1.19780 2.47738 -2.66844
29 O -0.60920 2.24438 -4.34544
30 C -2.00220 2.31838 -4.20644
31 C -2.74020 1.43138 -5.34144
32 C 1.14980 4.21238 -4.48844
33 H -2.28120 3.35138 -4.28444
34 H -2.40120 2.03638 -3.31144
35 H -2.20520 1.72838 -6.18044
36 H -3.76620 1.74438 -5.40844
37 H -2.51920 0.34338 -5.12144
38 H 0.31080 4.87038 -5.07944
39 H 1.58080 3.60438 -5.31744
40 H 1.96380 4.89338 -4.02144
41 O 0.89580 -0.36962 6.37056
42 S 0.82280 -1.55462 5.47156
43 O 1.38880 -2.75462 5.99956
44 O -0.68920 -1.76262 5.07956
45 C -1.67620 -1.68162 6.21956
46 C -3.05120 -1.74562 5.55956
47 C 1.69280 -1.39262 4.02456
48 H -1.44420 -0.79462 6.87556
49 H -1.23120 -2.62862 6.48556
50 H -3.13220 -2.64962 4.86856
51 H -3.05220 -0.88562 4.97356
52 H -3.78620 -1.65062 6.44456
53 H 2.80480 -1.21862 4.35656
54 H 1.49780 -0.25462 3.67356
55 H 1.45080 -2.14262 3.31556
56 O -7.57320 -1.46362 2.11256
57 S -8.68420 -1.69262 1.27756
58 O -9.50520 -0.68862 0.68256
59 O -8.04120 -2.52862 -0.06244
60 C -7.09220 -1.66262 -0.80344
61 C -6.41020 -2.45362 -1.96144
62 C -9.71920 -2.79362 2.16456
63 H -6.43120 -1.21462 -0.27944
64 H -7.77420 -0.88462 -1.10144
65 H -5.65320 -1.69162 -2.24144
66 H -7.02820 -2.67262 -2.61044
67 H -5.82620 -3.40362 -1.69244
68 H -10.69220 -3.16962 1.56356
69 H -9.93620 -2.47862 3.04056
70 H -9.08120 -3.59262 2.05956
71 O 7.81980 0.34038 -3.02044
72 S 6.59680 -0.45762 -2.82044
73 O 6.05280 -0.45562 -1.46144
74 O 5.40380 -0.10562 -3.73844
75 C 4.67680 1.11238 -3.64444
76 C 3.85380 1.38238 -4.93344
77 C 6.97780 -2.06562 -3.23044
78 H 5.33280 1.94938 -3.65044
79 H 4.09680 0.93538 -2.68844
80 H 3.22780 0.52838 -5.05244
81 H 4.51680 1.43138 -5.68444
82 H 3.35580 2.32438 -4.78644
83 H 7.60280 -2.55862 -2.65344
84 H 7.47280 -1.91762 -4.02944
85 H 6.06780 -2.68262 -2.98144
86 O 4.74480 1.32038 3.45556
87 S 3.97280 1.85438 2.31656
88 O 2.98080 1.17537 1.59156
89 O 3.26780 3.36038 2.90156
90 C 1.97080 3.17538 3.58456
91 C 1.52680 4.73037 3.72256
92 C 5.12180 2.37038 1.12556
93 H 2.22980 2.87938 4.45556
94 H 1.11180 2.64338 3.20756
95 H 0.51080 4.87538 4.13056
96 H 1.49580 5.37738 2.81656
97 H 2.08380 5.28138 4.70256
98 H 5.87680 3.14538 1.63556
99 H 4.69280 2.78938 0.37756
100 H 5.60980 1.51638 0.66256
101 C 5.20380 -2.64362 1.50956
102 C 5.13080 -3.47462 2.81256
103 O 4.02680 -4.22062 2.77056
104 C 3.31280 -3.78062 1.80356
105 O 2.12280 -4.17762 1.69556
106 O 3.81680 -2.82462 1.08156
107 H 5.96380 -3.13962 0.54856
108 H 5.37080 -1.54162 1.74456
109 H 4.82980 -2.67362 3.79756
110 H 6.13880 -3.89462 2.83956
111 C -2.34420 3.45038 1.51056
112 C -2.23920 2.53138 0.31656
113 O -1.93820 1.22038 0.92356
114 C -1.34220 1.52738 2.09456
115 O -0.82620 0.64138 2.68156
116 O -1.63120 2.68838 2.58356
117 H -3.39320 3.68038 1.80556
118 H -2.04620 4.41238 1.14556
119 H -1.59520 2.89338 -0.37544
120 H -3.25120 2.44137 0.03256